(1)
{
  "formula": "C20H24N6O4Pt",
  "method": "ωB97M-V/def2-TZVPD",
  "elements": ["Pt", "O", "C", "C", "C", "C", "C", "C", "C", "N", "N", "C", "O", "C", "C", "C", "C", "C", "C", "H", "H", "H", "H", "H", "H", "H", "H", "H", "H", "N", "C", "C", "C", "C", "N", "C", "N", "N", "C", "O", "O", "H", "H", "H", "H", "H", "H", "H", "H", "H", "H", "H", "H", "H", "H"],
  "positions_angstrom": [[-0.35592, 1.81756, -1.52015], [-1.28734, 3.56404, -1.71627], [-1.77089, 4.18556, -0.67536], [-1.85427, 5.59571, -0.71972], [-2.37678, 6.31236, 0.32813], [-2.86695, 5.67007, 1.47368], [-2.82512, 4.29835, 1.52333], [-2.27295, 3.53946, 0.47836], [-2.36750, 2.10090, 0.55708], [-1.68773, 1.26592, -0.14151], [-2.15248, -0.06249, -0.07459], [-1.42632, -0.92743, 0.56002], [-0.28609, -0.80906, 1.14213], [-2.06203, -2.29674, 0.58207], [-1.93999, -3.08695, 1.72213], [-2.49617, -4.35897, 1.75929], [-3.16720, -4.85468, 0.65023], [-3.29432, -4.06817, -0.48822], [-2.75358, -2.79169, -0.51989], [-1.47939, 6.08476, -1.60905], [-2.41246, 7.39335, 0.26391], [-3.28271, 6.24106, 2.29226], [-3.22604, 3.77296, 2.38364], [-3.10981, 1.67282, 1.22582], [-1.41523, -2.68702, 2.58196], [-2.41498, -4.95795, 2.65771], [-3.59995, -5.84658, 0.67583], [-3.82426, -4.44917, -1.35185], [-2.86578, -2.15841, -1.38978], [0.87093, 0.18008, -1.37412], [2.17600, 0.47852, -2.03420], [3.31212, 0.81822, -1.06648], [4.07657, -0.30460, -0.35614], [3.58108, -0.69842, 1.03396], [2.34684, -1.46816, 1.05218], [2.24671, -2.72347, 0.65361], [3.33284, -3.44090, 0.32507], [1.03470, -3.25937, 0.57036], [2.05048, 1.68244, -3.00425], [3.00970, 1.92328, -3.71323], [0.95206, 2.35228, -2.95935], [0.94491, 0.02637, -0.37187], [0.45063, -0.66682, -1.74509], [2.45379, -0.37461, -2.65746], [2.94190, 1.54406, -0.33167], [4.02781, 1.35430, -1.68859], [5.10494, 0.03683, -0.21283], [4.13844, -1.18057, -1.00971], [3.38777, 0.20160, 1.61696], [4.35469, -1.24842, 1.57959], [1.44342, -1.02752, 1.27164], [4.25336, -3.06377, 0.45432], [3.24714, -4.40441, 0.05920], [0.25579, -2.65836, 0.84529], [0.87964, -4.23815, 0.41166]],
  "forces_ev_per_angstrom": [[0.0, 0.1, -0.1], [0.1, 0.0, 0.0], [-0.1, 0.1, 0.0], [0.0, 0.0, 0.0], [0.0, 0.0, 0.0], [0.0, 0.0, 0.0], [0.0, 0.0, 0.0], [0.0, -0.1, 0.0], [0.1, 0.1, -0.1], [-0.1, -0.1, 0.2], [0.0, 0.1, 0.0], [0.0, -0.2, -0.1], [0.0, 0.1, 0.0], [0.0, 0.0, 0.0], [0.0, 0.0, 0.0], [0.0, 0.0, 0.0], [0.0, 0.0, 0.0], [0.0, 0.0, 0.0], [0.0, 0.0, 0.0], [0.0, 0.0, 0.0], [0.0, 0.0, 0.0], [0.0, 0.0, 0.0], [0.0, 0.0, 0.0], [0.0, 0.0, 0.0], [0.0, 0.0, 0.0], [0.0, 0.0, 0.0], [0.0, 0.0, 0.0], [0.0, 0.0, 0.0], [0.0, 0.0, 0.0], [0.0, 0.0, 0.1], [0.0, -0.1, 0.0], [-0.1, 0.1, 0.1], [0.0, 0.0, 0.0], [0.0, 0.0, 0.0], [0.0, 0.0, 0.0], [0.0, -0.1, 0.0], [0.0, 0.0, 0.0], [0.0, 0.0, 0.0], [0.0, 0.0, 0.0], [-0.1, -0.1, -0.1], [0.1, 0.0, 0.0], [0.0, -0.1, 0.0], [0.0, 0.1, -0.1], [0.1, 0.0, 0.1], [0.0, 0.0, 0.0], [0.0, 0.0, 0.0], [0.0, 0.0, 0.0], [0.0, 0.0, 0.0], [0.0, 0.0, 0.0], [0.0, 0.0, 0.0], [0.0, 0.0, 0.0], [0.0, 0.0, 0.0], [0.0, 0.0, 0.0], [0.0, 0.0, 0.0], [0.0, 0.0, 0.0]],
  "gap_ev": 6.7,
  "de_lowest_kcal_mol": 10.2
}



(2)
{
  "formula": "C38H46N7PW",
  "method": "ωB97M-V/def2-TZVPD",
  "elements": ["W", "N", "C", "C", "C", "C", "C", "C", "P", "C", "C", "C", "C", "C", "C", "C", "C", "C", "C", "C", "C", "H", "H", "H", "H", "H", "H", "H", "H", "H", "H", "H", "H", "H", "H", "H", "H", "C", "N", "C", "C", "N", "C", "C", "C", "C", "C", "C", "C", "C", "C", "N", "C", "N", "C", "C", "N", "C", "C", "C", "N", "C", "C", "H", "H", "H", "H", "H", "H", "H", "H", "H", "H", "H", "H", "H", "H", "H", "H", "H", "H", "H", "H", "H", "H", "H", "H", "H", "H", "H", "H", "H", "H"],
  "positions_angstrom": [[-0.62501, -0.20842, -0.28232], [-0.46791, -2.46626, -0.26144], [0.11416, -3.10365, -1.45180], [-0.35559, -4.31236, -1.92145], [0.28720, -4.88746, -3.01513], [1.38469, -4.26987, -3.60262], [1.85302, -3.05779, -3.11591], [1.21030, -2.46405, -2.02787], [1.71462, -0.95860, -1.19884], [2.57798, 0.08436, -2.37020], [2.17278, 0.12234, -3.71190], [2.86101, 0.90888, -4.62080], [3.95663, 1.65806, -4.20078], [4.36667, 1.61711, -2.87422], [3.68173, 0.83461, -1.95560], [2.70243, -1.30905, 0.25095], [4.02262, -1.76604, 0.20677], [4.67913, -2.05246, 1.39222], [4.03489, -1.89436, 2.61738], [2.71605, -1.45548, 2.67307], [2.06279, -1.16525, 1.48612], [-1.37829, -2.88393, -0.08853], [0.10602, -2.74090, 0.54101], [-1.19153, -4.81871, -1.45281], [-0.06845, -5.83329, -3.40263], [1.87841, -4.74078, -4.44204], [2.71094, -2.58083, -3.57278], [1.37117, -0.51237, -4.07652], [2.57017, 0.90929, -5.66346], [4.50909, 2.25173, -4.91806], [5.23901, 2.17523, -2.55947], [4.02257, 0.79218, -0.92896], [4.53568, -1.90165, -0.73831], [5.70052, -2.40824, 1.36409], [4.56421, -2.12802, 3.53191], [2.21159, -1.34403, 3.62359], [1.00129, -0.83902, 1.52537], [-1.04787, 0.71804, -2.53527], [-0.50446, 2.03007, -2.57774], [-0.96615, 2.90674, -3.67891], [0.09425, 2.51870, -1.46051], [0.11459, 1.68966, -0.36427], [0.99785, 2.01724, 0.74069], [2.27927, 2.44341, 0.50894], [3.12571, 2.82743, 1.56826], [2.66334, 2.80218, 2.85109], [1.36848, 2.29886, 3.13970], [0.92308, 2.20307, 4.48488], [-0.27083, 1.61673, 4.79910], [-1.05580, 1.06159, 3.77233], [-0.66888, 1.18870, 2.46401], [-1.38289, 0.47265, 1.45145], [-2.70576, 0.44860, 1.23226], [-2.91309, -0.61579, 0.26519], [-3.20572, -1.90269, 0.97394], [-3.92306, -0.39402, -0.80578], [-3.64420, 1.25792, 1.63938], [-5.08931, 0.95159, 1.62429], [-3.34172, 2.57383, 2.23898], [0.53479, 1.84729, 2.08438], [0.58952, 3.75302, -1.46464], [0.56209, 4.63608, -0.29413], [1.32262, 4.30134, -2.61786], [-1.76639, 0.55545, -3.33627], [-1.74700, 0.59341, -1.64707], [-0.31032, -0.11055, -2.59970], [-1.90728, 2.51908, -4.06112], [-0.24135, 2.93041, -4.48907], [-1.13627, 3.91101, -3.30239], [2.63644, 2.53988, -0.50830], [4.12651, 3.17637, 1.35122], [3.28524, 3.14094, 3.66991], [1.56599, 2.58453, 5.26829], [-0.59522, 1.53323, 5.82716], [-1.94923, 0.50114, 4.02577], [-2.43146, -2.11756, 1.70914], [-4.16453, -1.84177, 1.48649], [-3.28710, -2.69868, 0.23422], [-3.94482, 0.65620, -1.09530], [-4.91953, -0.69447, -0.48910], [-3.63993, -1.01032, -1.65801], [-5.27515, -0.11231, 1.54067], [-5.58500, 1.49654, 0.82200], [-5.49338, 1.28676, 2.57821], [-2.37024, 2.92994, 1.91269], [-3.36703, 2.51333, 3.32707], [-4.11536, 3.26080, 1.90111], [-0.06971, 4.22348, 0.48834], [0.14070, 5.58696, -0.62197], [1.56504, 4.80698, 0.09737], [1.53296, 3.51778, -3.34154], [2.27291, 4.68103, -2.23976], [0.78460, 5.12332, -3.08793]],
  "forces_ev_per_angstrom": [[-0.4, 0.2, -0.9], [0.0, 0.1, 0.0], [0.1, -0.1, -0.1], [0.0, 0.1, -0.1], [0.0, 0.0, 0.0], [0.0, 0.0, 0.0], [0.0, 0.0, 0.1], [-0.1, 0.0, 0.0], [0.2, 0.1, 0.4], [-0.1, 0.0, 0.0], [0.0, 0.0, 0.0], [0.0, 0.0, 0.0], [0.0, 0.0, 0.0], [0.0, 0.0, 0.0], [0.0, 0.0, 0.0], [-0.1, 0.0, 0.1], [-0.1, 0.0, -0.1], [0.0, 0.0, 0.1], [0.0, 0.0, -0.1], [0.0, 0.0, -0.1], [-0.4, -0.1, 0.0], [0.0, -0.1, 0.0], [0.0, 0.0, 0.1], [0.0, 0.0, 0.0], [0.0, 0.0, 0.0], [0.0, 0.0, 0.0], [0.0, 0.0, 0.0], [0.0, 0.0, 0.1], [0.0, 0.0, 0.0], [0.0, 0.0, 0.0], [0.0, 0.0, 0.0], [0.0, -0.1, 0.0], [0.0, 0.0, 0.0], [0.0, 0.0, 0.0], [0.0, 0.0, 0.0], [0.0, 0.0, 0.0], [0.5, 0.0, 0.1], [0.2, 0.1, 0.2], [-0.1, 0.0, 0.0], [0.0, 0.0, 0.0], [0.2, 0.0, -0.1], [0.1, 0.0, -0.1], [0.1, -0.2, 0.1], [0.0, 0.0, 0.1], [0.0, 0.0, 0.0], [0.0, 0.0, 0.0], [0.0, 0.0, 0.0], [0.0, 0.0, 0.0], [0.1, 0.0, 0.0], [0.1, 0.0, 0.0], [0.0, 0.0, 0.0], [0.2, 0.1, 0.1], [-0.1, -0.2, -0.2], [0.2, 0.0, 0.4], [0.0, -0.1, 0.0], [0.0, 0.1, -0.1], [0.2, 0.1, 0.1], [-0.1, 0.0, 0.0], [0.0, 0.0, 0.0], [0.0, -0.1, 0.0], [-0.1, -0.2, -0.1], [-0.1, 0.1, 0.0], [0.0, 0.0, 0.0], [0.1, -0.1, -0.2], [-0.3, 0.0, 0.0], [0.0, 0.0, 0.1], [0.0, 0.0, 0.0], [0.0, 0.0, 0.0], [0.0, 0.0, 0.0], [-0.1, 0.0, 0.1], [0.0, 0.0, 0.0], [0.0, 0.0, 0.0], [0.0, 0.0, 0.0], [0.0, 0.0, 0.0], [0.0, 0.0, 0.0], [0.0, 0.0, 0.0], [0.0, 0.0, 0.0], [0.0, 0.0, 0.0], [0.0, 0.0, 0.0], [0.0, 0.0, 0.0], [0.0, 0.0, 0.0], [0.0, 0.0, 0.0], [0.0, 0.0, 0.0], [0.0, 0.0, 0.0], [0.0, 0.0, 0.0], [0.0, 0.0, 0.0], [0.0, 0.0, 0.0], [0.0, 0.1, 0.0], [0.0, 0.0, 0.0], [-0.1, 0.0, 0.0], [0.0, 0.0, 0.0], [0.0, 0.0, 0.0], [0.0, 0.0, 0.0]],
  "gap_ev": [5.4, 5.5],
  "charge": 4
}



no.,calculated total energy (eV)
1,-41508.170
2,-61659.200